Formula: C3H12NOS
Source: the Open Molecules 2025 dataset
Level of theory: ωB97M-V/def2-TZVPD

```
18
C3H12NOS (ωB97M-V/def2-TZVPD)
C 1.30795 -0.07882 -0.86360
C 1.02621 1.08292 -1.82878
S 2.10416 0.96997 -3.27547
N 0.38817 -0.00091 0.32169
H 2.32523 -0.05841 -0.47505
H 1.13220 -1.04499 -1.33133
H 1.19548 2.05811 -1.35899
H -0.00941 1.04649 -2.19023
H 1.70971 2.12263 -3.86510
H 0.54360 -0.74608 1.00659
H -0.60414 -0.06655 0.06794
H 0.47179 0.87389 0.85828
C -2.06021 -1.30775 1.94899
O -1.11493 -0.29366 2.35831
H -2.72552 -0.93201 1.16630
H -1.49889 -2.16585 1.57888
H -2.67106 -1.63895 2.78399
H -1.52034 0.17998 3.09758
```

Calculated values
HOMO (alpha / beta) ... -17.58 / -17.58 eV
Net charge ... +2
Energy relative to the best compared isomer or geometry (same formula, charge and spin) ... 74.0 kJ/mol
Gap between HOMO and LUMO (alpha / beta) ... 9.6 / 4.5 eV
Multiplicity ... 2
E ... -17658.53547 eV
LUMO level (alpha / beta) ... -8.0170 / -13.1097 eV